Molecular formula: C26H27F3N4PReS2
Method: DFT, wB97M-V/def2-TZVPD

Charge = +2
Strongest force on any atom = 2.24 eV/Å
E_LUMO = -7.7 eV
Spin multiplicity = 1
Calculated total energy = -74586.489 eV

XYZ file:
```
64
Properties=species:S:1:pos:R:3:nbo_charge:R:1
Re 0.90361 -0.70749 -0.60964 0.86
C -0.41705 0.83647 -2.91566 -0.08
N -0.65613 0.92722 -4.33042 -0.43
C -1.14939 -0.35080 -4.83223 -0.08
N -0.17226 -1.40066 -4.58309 -0.43
C 0.05340 -1.52428 -3.17407 -0.12
N 0.58440 -0.23310 -2.59955 -0.49
C 1.84565 0.11296 -3.35656 -0.10
N 1.57949 0.20681 -4.76199 -0.43
C 0.59168 1.24777 -5.01167 -0.08
C 1.07794 -1.07144 -5.25515 -0.08
H -1.35856 0.60013 -2.40487 0.22
H -0.03384 1.79709 -2.54793 0.23
H -1.32672 -0.27176 -5.90447 0.23
H -2.08841 -0.60023 -4.33404 0.21
H 0.77755 -2.32925 -3.00954 0.24
H -0.89737 -1.77083 -2.68549 0.23
H 2.60173 -0.66243 -3.19268 0.23
H 2.22137 1.07429 -2.98342 0.23
H 0.40709 1.32034 -6.08221 0.23
H 0.96990 2.20632 -4.65042 0.21
H 1.81229 -1.85831 -5.06454 0.22
H 0.89707 -1.00948 -6.32937 0.23
S 0.56689 0.65569 2.41869 0.18
P -1.04334 -0.72311 2.25296 1.20
S -0.84102 -1.79264 0.48078 -0.23
C -2.54863 0.29224 2.29782 -0.45
C -3.77370 -0.34815 2.12148 -0.19
C -4.93994 0.38870 2.22461 -0.17
C -4.88598 1.74887 2.49605 -0.15
C -3.66471 2.37831 2.67863 -0.21
C -2.49024 1.65482 2.58041 -0.13
C -0.99510 -1.92682 3.60512 -0.33
C -1.62903 -3.15622 3.43651 -0.21
C -1.66693 -4.04768 4.49208 -0.17
C -1.08959 -3.70870 5.70629 -0.14
C -0.45569 -2.48506 5.86506 -0.18
C -0.39635 -1.58697 4.81490 -0.20
H -3.82007 -1.40761 1.90909 0.23
H -5.89430 -0.09995 2.09757 0.24
H -5.79917 2.32010 2.56393 0.24
H -3.62766 3.43237 2.90460 0.24
H -1.54343 2.14949 2.73063 0.21
H -2.07893 -3.42080 2.49029 0.23
H -2.13979 -5.00796 4.35593 0.24
H -1.12618 -4.40579 6.52735 0.24
H 0.00458 -2.22593 6.80456 0.24
H 0.11475 -0.64149 4.92849 0.23
F 3.58083 -1.47673 -1.10236 -0.32
C 2.51437 -1.94076 -0.42479 0.76
F 2.11556 -3.06347 -1.04826 -0.32
F 2.89052 -2.25234 0.81318 -0.30
C 1.24610 0.68277 0.81200 -0.20
C 2.12425 1.81410 0.67398 -0.13
C 1.77686 3.09864 1.13882 -0.18
C 2.68335 4.13545 1.07370 -0.20
C 3.97184 3.91171 0.60073 -0.12
C 4.32199 2.65673 0.11600 -0.20
C 3.40483 1.62766 0.11372 -0.19
H 0.78206 3.27541 1.52025 0.22
H 2.39715 5.12126 1.40906 0.24
H 4.70103 4.70977 0.61280 0.24
H 5.32462 2.47565 -0.24167 0.25
H 3.70475 0.64914 -0.23197 0.22
```